(1)
20
Properties=species:S:1:pos:R:3 method="wB97M-V/def2-TZVPD" orbital_gap_ev=9.27 molar_mass_g_mol=172.14 largest_force_ev_per_a=4.24 e_above_lowest_ev=5.808 smiles="NOC(=O)CCc1c[nH]oc1=O"
H 1.3055 -1.7305 -0.9917
H 0.8326 -0.4607 1.7580
C 1.2346 -0.9563 -0.2168
N -0.4226 1.3835 -2.3232
C 0.6076 -1.2820 1.0889
H -1.8763 1.2344 2.5778
O -1.3055 -2.4132 0.4284
H 1.0147 -2.2782 1.4113
H -0.5363 1.2431 1.5981
H 2.1852 -0.6518 0.0561
O 0.7675 1.9548 0.7066
C 0.5769 1.5935 -0.4191
H -0.3291 -0.7895 -2.5918
C -0.8988 -1.4090 0.9277
N -1.1389 0.6377 2.1794
O -1.6816 -0.3310 1.2756
O 0.0573 2.3394 -1.3799
H -1.0582 1.5611 -3.1378
C 0.0291 0.1102 -2.0889
C 0.6362 0.2446 -0.8584

(2)
17
Properties=species:S:1:pos:R:3 method="wB97M-V/def2-TZVPD" orbital_gap_ev=9.83 molar_mass_g_mol=140.21 largest_force_ev_per_a=3.28 e_above_lowest_ev=2.025 smiles=C[C@@]1(c2ccn[nH]2)CS1
H -2.7824 0.0157 1.4906
H 1.0919 -2.1726 -0.8719
C -1.0270 -0.0251 -0.1202
C -1.7706 -0.4719 1.1073
C 2.6710 0.0941 0.2480
C -1.4424 1.1072 -1.0827
C 1.4505 0.6750 0.3929
H 3.5984 0.6625 0.4141
H -1.0397 -0.7666 1.9172
C 0.4994 -0.2544 0.0366
H -2.4159 0.6855 -1.3635
N 1.2354 -1.3010 -0.4077
H -0.6094 1.0005 -1.8846
H -1.4731 2.0127 -0.4922
N 2.5439 -1.1667 -0.1660
H 1.3808 1.6296 0.9543
S -1.9110 -1.7244 -0.1722

(3)
17
Properties=species:S:1:pos:R:3 method="wB97M-V/def2-TZVPD" orbital_gap_ev="7.52 / 6.89" molar_mass_g_mol=140.21 largest_force_ev_per_a=3.65 e_above_lowest_ev=0.000 spin_multiplicity=3 s2=2.02
C -0.8100 -0.3755 -0.0464
H 2.7290 -0.1334 -0.3852
C -1.6257 0.8225 -0.2158
C 1.8203 0.3507 0.2408
H -0.7189 -3.4535 0.1086
N -0.4009 -2.5334 0.0044
C 0.8020 -1.9231 -0.0690
C 0.6261 -0.5698 -0.0621
H -1.6767 2.8694 -0.1139
C -0.9082 2.1102 -0.1300
N -1.4023 -1.5960 -0.0156
S -3.2827 0.8052 0.0631
H -0.1554 2.2420 -1.0606
H -0.1891 2.1649 0.6773
H 1.6772 -2.4543 -0.1520
H 1.5431 1.3146 -0.1405
H 1.9724 0.3595 1.2969

(4)
18
Properties=species:S:1:pos:R:3 method="wB97M-V/def2-TZVPD" orbital_gap_ev=8.14 molar_mass_g_mol=138.15 largest_force_ev_per_a=4.76 e_above_lowest_ev=5.352 total_charge=+1 smiles="CC1=[NH+]C=C[C@]1(N)C#[N+][O-]"
N 1.5417 0.0419 -0.6417
C 0.6939 1.4568 1.1213
N -1.0558 -1.3037 1.2258
H 2.3984 0.6333 -0.8089
C 1.1640 -1.1128 -1.4121
H 1.8970 -1.5159 -2.1449
N -2.1368 1.0701 -1.0936
H -0.3267 -1.8224 1.6902
H -0.2163 1.9579 1.2038
H -0.5006 -2.3612 -1.3011
C -0.5652 -0.5528 0.0289
O -2.6666 2.0113 -1.5675
C 0.6351 0.2823 0.3064
C -0.0495 -1.4469 -1.0257
H 1.0231 1.0515 2.1583
C -1.8814 0.0571 -0.5617
H 1.5133 2.2386 0.9731
H -1.4678 -0.6853 1.8493

(5)
18
Properties=species:S:1:pos:R:3 method="wB97M-V/def2-TZVPD" orbital_gap_ev=9.86 molar_mass_g_mol=153.12 largest_force_ev_per_a=4.15 e_above_lowest_ev=0.057 smiles="C[P@H](=N)n1cccc1C#N"
H -2.9765 2.0576 -0.2539
C -2.2096 -0.8419 0.4470
H 2.9714 -0.7900 -0.4528
N -0.1337 0.3118 0.0021
C 2.3456 -0.9083 0.5930
C -1.5078 0.3180 0.0964
H 2.3648 0.0312 1.0497
C 0.2480 1.5753 -0.1997
P 0.6549 -1.2232 0.0751
N 0.5602 -1.8704 -1.2713
H -0.7626 3.4879 -0.5732
H -0.0441 -2.6421 -1.5342
N -2.8114 -1.8107 0.5663
C -1.9452 1.5951 -0.1072
C -0.7929 2.4398 -0.3014
H 1.2756 1.7773 -0.4803
H -0.0526 -1.7935 1.2218
H 2.8158 -1.7138 1.1226

(6)
19
Properties=species:S:1:pos:R:3 method="wB97M-V/def2-TZVPD" orbital_gap_ev=8.06 molar_mass_g_mol=186.29 largest_force_ev_per_a=6.33 e_above_lowest_ev=0.481 total_charge=+1
C -0.8310 0.2880 -0.0648
H -2.9165 -0.9382 -1.2656
S -0.7694 0.8538 -1.7575
N 2.7645 -0.3973 -0.0183
H 1.1952 2.9550 0.5284
S -1.2099 -1.6950 1.7397
H -0.0298 -1.0989 1.8534
H 3.4840 -0.6003 0.5016
H 0.4489 0.7671 1.7033
C 0.1655 2.2117 -1.3179
N 0.8813 -1.8532 -0.5199
H -3.1515 -2.0589 -0.0963
C 0.5887 2.1844 0.0140
N -2.6954 -1.2076 -0.3368
H 0.2238 2.8156 -2.2006
H 0.8580 -2.4284 -1.3526
C -1.6330 -0.8087 0.2925
C 1.8649 -1.1659 -0.2674
C 0.0914 1.0217 0.7119

(7)
18
Properties=species:S:1:pos:R:3 method="wB97M-V/def2-TZVPD" orbital_gap_ev=9.68 molar_mass_g_mol=136.16 largest_force_ev_per_a=3.32 e_above_lowest_ev=2.526 smiles="CC1=N[C@H]1c1ncn(C)n1"
N -0.6632 1.6655 0.8688
H -2.6707 1.5855 1.2073
C 3.1128 -1.1281 0.2741
H 3.4420 -1.9592 -0.3713
N -1.9051 0.1204 0.0053
C -1.8493 1.0955 0.8920
C 1.4695 1.0319 -0.2444
H -4.0193 -0.1587 -0.4122
H -2.7199 -1.0655 -1.4104
H -3.0916 -1.4987 0.3379
H 1.8000 2.1015 0.0073
C 0.0441 0.8637 0.0597
N 2.0022 0.4409 -1.5725
N -0.7030 -0.1042 -0.4719
C 2.3467 -0.0756 -0.4911
H 3.9143 -0.6289 0.7673
C -3.0395 -0.6583 -0.4347
H 2.5300 -1.6278 0.9887

(8)
16
Properties=species:S:1:pos:R:3 method="wB97M-V/def2-TZVPD" orbital_gap_ev="8.53 / 8.53" molar_mass_g_mol=110.14 largest_force_ev_per_a=2.95 e_above_lowest_ev=0.744 total_charge=+1
C 1.6117 0.9821 0.5213
H 1.2242 -0.9027 -0.7326
H -0.7263 -0.5906 -2.0027
H 3.1971 2.0575 1.0627
C -1.2375 -0.2941 -1.1298
H 0.6359 2.8396 1.0838
O 2.8824 1.1485 0.6348
C 0.5178 1.8142 0.8131
H -2.0390 0.3668 -1.4033
H -0.9654 -2.0795 0.2466
C -1.4960 -1.1493 0.0195
C 0.9386 -0.3292 0.1508
C -0.4827 0.0486 0.1329
H 1.1025 -0.9437 1.0174
H -2.4356 -1.1294 0.5157
N -0.6643 1.2547 0.6662

(9)
17
Properties=species:S:1:pos:R:3 method="wB97M-V/def2-TZVPD" orbital_gap_ev=8.69 molar_mass_g_mol=126.13 largest_force_ev_per_a=4.19 e_above_lowest_ev=1.819 total_charge=+1
H 0.7869 -1.1363 2.3533
H 1.2091 -0.8389 -1.7513
H -0.6670 3.0652 -1.0190
C 0.4004 1.2589 -1.5503
H 0.8260 1.7597 -2.4187
H 0.8636 -2.1953 0.9825
O -0.3977 -2.8045 0.0377
H -1.4882 2.3590 1.1275
C -0.9294 -1.7065 0.0121
C -0.1819 -0.5904 0.5825
C -0.4317 2.0723 -0.6812
N 0.9588 -1.1757 1.3413
H -1.8883 -1.5044 -0.4695
H 1.8791 -0.7716 1.1494
C 0.6919 0.0057 -1.3697
O -0.7339 0.5068 1.1629
C -0.8978 1.6962 0.5103

(10)
19
Properties=species:S:1:pos:R:3 method="wB97M-V/def2-TZVPD" orbital_gap_ev=8.57 molar_mass_g_mol=189.18 largest_force_ev_per_a=4.03 e_above_lowest_ev=1.047 smiles="CCOC(=O)c1scnc1P"
C -1.1403 0.6260 0.2823
H 3.2308 1.3148 0.8158
H -4.1640 2.2925 0.2294
C -3.3280 1.6924 0.1890
O 1.2459 0.9526 0.5306
N -3.4552 0.4479 -0.0675
H -1.3469 -2.3811 -0.9426
C 3.0658 -0.3812 -0.6138
H 4.0247 -0.8643 -0.4101
C -2.2574 -0.1722 -0.1089
H 3.2041 0.2895 -1.4872
O 0.3190 -1.0946 0.6388
H 2.3720 -1.1187 -0.7349
H -3.2052 -2.1516 -1.2599
H 2.7254 -0.2676 1.4712
P -2.3768 -1.9477 -0.1835
C 0.1633 0.1137 0.4990
S -1.7162 2.2258 0.4776
C 2.6391 0.4237 0.6746

(11)
18
Properties=species:S:1:pos:R:3 method="wB97M-V/def2-TZVPD" orbital_gap_ev="4.69 / 4.55" molar_mass_g_mol=158.20 largest_force_ev_per_a=4.20 e_above_lowest_ev=4.118 total_charge=-1
O -1.0764 -2.8179 -0.1984
C -0.0047 -0.8022 0.6505
H 3.0041 -1.4075 -0.3788
C -2.1808 0.1193 -0.7448
H -4.6746 2.1420 0.1479
C 1.3938 -1.1355 1.0647
C -4.1197 1.2368 0.0858
O -2.2459 -0.9322 -0.1413
S -0.5008 0.7871 1.1706
C 2.2917 -0.6580 -0.0901
H 1.4220 -2.1825 1.1978
H -1.5360 0.1090 -1.6812
H 1.6923 -0.3823 -0.9671
H -4.4680 0.2699 0.4636
H 1.7279 -0.6073 1.9660
H 2.8387 0.2747 0.0910
N -2.9578 1.2261 -0.5115
C -0.9155 -1.5949 -0.0325

(12)
16
Properties=species:S:1:pos:R:3 method="wB97M-V/def2-TZVPD" orbital_gap_ev=8.13 molar_mass_g_mol=126.20 largest_force_ev_per_a=3.19 e_above_lowest_ev=3.998 total_charge=+1
N -0.5766 -0.3294 1.2983
C 1.1122 -0.5609 -0.5078
H -2.5821 -0.9184 1.8614
C -1.7628 -0.1585 1.9619
H -0.1424 1.2684 -2.7468
C 0.9624 -3.0238 0.4226
H -1.7315 -0.3362 3.0479
H -2.0473 0.8121 1.4930
C 1.2698 0.2195 -1.6013
H 1.2034 2.3165 -1.9646
H -0.0980 1.6588 -0.8712
C 0.4581 1.4261 -1.8341
H 1.1901 -4.0387 0.7179
H 2.0759 0.0078 -2.2759
S 2.1669 -2.1112 -0.0337
C 0.0951 -0.3873 0.3737